Record 1
{
  "formula": "C11H8HgN2S2",
  "method": "the ωB97M-V functional and the def2-TZVPD basis",
  "symbols": ["Hg", "C", "C", "C", "C", "C", "C", "C", "H", "H", "H", "H", "H", "H", "H", "H", "S", "C", "S", "C", "C", "N", "C", "N"],
  "coordinates": [[0.4031, -1.7997, 0.5321], [3.1557, 1.0150, 0.2473], [1.9032, 1.3978, 0.9896], [1.8226, 1.2603, 2.3734], [0.6594, 1.5914, 3.0526], [-0.4447, 2.0615, 2.3544], [-0.3736, 2.2038, 0.9765], [0.7923, 1.8745, 0.3009], [3.8804, 1.8331, 0.2529], [2.9279, 0.7690, -0.7896], [3.6262, 0.1448, 0.7067], [2.6732, 0.8660, 2.9187], [0.6067, 1.4603, 4.1267], [-1.3601, 2.3027, 2.8802], [-1.2340, 2.5494, 0.4173], [0.8258, 1.9573, -0.7790], [0.5772, -2.0113, -3.0560], [-1.0310, -2.0165, -2.5092], [-1.3185, -3.6298, -2.0716], [-1.8783, -0.9350, -2.3766], [-3.2009, -1.0918, -1.8715], [-4.2715, -1.2106, -1.4598], [-1.4514, 0.3772, -2.7205], [-1.1124, 1.4453, -2.9962]],
  "atomic_forces_ev_per_a": [[0.0, 0.0, 0.0], [0.0, 0.0, 0.0], [0.0, 0.0, 0.0], [0.0, 0.0, -0.1], [0.0, 0.0, 0.0], [0.0, 0.0, 0.0], [0.0, 0.0, 0.0], [0.0, 0.0, 0.0], [0.0, 0.0, 0.0], [0.0, 0.0, 0.0], [0.0, 0.0, 0.0], [0.0, 0.0, 0.0], [0.0, 0.0, 0.0], [0.0, 0.0, 0.0], [0.0, 0.0, 0.0], [0.0, 0.0, 0.0], [0.0, 0.0, 0.0], [0.0, 0.1, 0.1], [0.0, 0.0, -0.1], [-0.1, 0.0, 0.0], [0.0, 0.0, 0.0], [0.0, 0.0, 0.0], [0.0, 0.0, 0.0], [0.0, 0.0, 0.0]],
  "lowdin_spin": [0.00, 0.00, 0.00, 0.00, 0.00, 0.00, 0.00, 0.00, 0.00, 0.00, 0.00, 0.00, 0.00, 0.00, 0.00, 0.00, 0.47, 0.02, 0.48, 0.00, 0.01, 0.00, 0.01, 0.00],
  "charge": -1,
  "homo_lumo_gap_ev": [8.02, 6.62],
  "lumo_ev": [3.016, 1.631],
  "multiplicity": 2,
  "homo_ev": [-5.008, -4.984]
}

---

Record 2
{
  "formula": "C3H10N2O",
  "method": "the ωB97M-V functional and the def2-TZVPD basis",
  "symbols": ["C", "C", "C", "N", "N", "O", "H", "H", "H", "H", "H", "H", "H", "H", "H", "H"],
  "coordinates": [[1.9025, 0.8488, -0.8402], [0.5038, -0.3445, -0.5204], [-2.2599, -0.5397, 0.8577], [0.4410, 0.1642, 0.7560], [-0.9162, -1.0534, 0.9482], [1.4603, 1.8556, -1.6788], [0.8392, 2.4067, -1.1853], [1.1417, -0.2838, 1.3463], [-0.8702, -2.0612, 1.1076], [2.5648, 0.1861, -1.3961], [2.4476, 1.2403, 0.0216], [0.8974, -1.3396, -0.7374], [-0.2518, 0.0345, -1.2032], [-2.8501, -0.9481, 0.0232], [-2.2247, 0.5448, 0.7201], [-2.8253, -0.7106, 1.7808]],
  "atomic_forces_ev_per_a": [[-1.0, -2.5, -1.1], [4.7, 3.6, -1.9], [0.2, 0.4, 0.5], [-4.4, -3.9, 1.7], [0.0, 1.1, 0.3], [-0.3, 0.7, -0.2], [0.1, 0.0, -0.1], [0.0, 0.0, 0.0], [1.0, 0.6, 0.3], [0.3, 0.3, -0.2], [-0.4, -0.2, 0.4], [-0.3, 0.1, 0.2], [0.0, -0.2, 0.1], [0.3, -0.1, 0.0], [0.0, -0.1, 0.0], [-0.2, 0.1, 0.0]],
  "mulliken_charge": [-0.48, -0.28, -0.80, -0.37, -0.37, -0.52, 0.33, 0.27, 0.16, 0.30, 0.31, 0.35, 0.25, 0.26, 0.27, 0.30],
  "charge": 0,
  "de_lowest_kcal_mol": 141.4,
  "homo_lumo_gap_ev": 8.56,
  "lumo_ev": 0.973,
  "homo_ev": -7.590
}

---

Record 3
{
  "formula": "C11H12O2",
  "method": "the ωB97M-V functional and the def2-TZVPD basis",
  "symbols": ["C", "C", "C", "C", "C", "C", "C", "C", "C", "C", "C", "H", "H", "H", "H", "H", "H", "H", "H", "H", "H", "H", "H", "O", "O"],
  "coordinates": [[2.1402, 0.8509, 0.1179], [3.0854, -0.1991, 0.3212], [2.7070, -1.5153, 0.0956], [1.3241, -1.7706, -0.1960], [0.3709, -0.7609, -0.2428], [-1.0102, -1.2353, -0.7062], [-2.1820, -0.9989, 0.2493], [-2.1469, 0.3924, 0.8830], [-1.7266, 1.4802, -0.1254], [-0.2247, 1.6904, -0.2507], [0.7382, 0.5734, -0.1403], [1.8093, 2.7266, -0.1186], [4.1337, 0.0773, 0.4902], [3.4696, -2.3240, 0.1812], [0.9965, -2.7925, -0.3798], [-1.1975, -0.6958, -1.6461], [-0.9857, -2.2749, -1.0605], [-2.1567, -1.7245, 1.0755], [-3.1246, -1.1784, -0.2526], [-1.4350, 0.3794, 1.6879], [-3.1494, 0.6614, 1.2877], [-2.0965, 1.2092, -1.1042], [-2.1068, 2.4536, 0.1340], [2.6022, 2.1381, 0.1515], [0.1651, 2.8373, -0.4518]],
  "atomic_forces_ev_per_a": [[-0.3, 0.4, -0.1], [-0.3, 0.6, -0.7], [-1.1, 0.2, 0.2], [1.5, -0.2, 0.6], [-0.3, -1.9, -0.8], [-0.1, 0.6, -0.6], [0.4, -0.2, 0.8], [-0.8, 0.4, -0.7], [0.6, -0.6, 0.5], [0.0, -0.1, -0.3], [1.5, 0.7, 0.8], [1.0, -0.8, 0.4], [-0.6, -0.1, 0.0], [-0.9, 0.7, -0.2], [0.2, 0.2, 0.1], [-0.2, 0.1, 0.2], [0.2, 0.2, 0.5], [0.1, 0.0, -0.2], [-0.2, 0.1, -0.3], [0.2, 0.1, 0.6], [0.7, -0.3, -0.1], [-0.2, 0.1, -0.4], [-0.3, 0.3, 0.0], [-1.4, -0.5, -0.3], [0.3, 0.1, 0.2]],
  "mulliken_charge": [0.09, -0.78, -0.48, -0.72, 0.97, -0.94, -0.75, -0.69, -1.07, 1.03, 0.20, 0.42, 0.39, 0.32, 0.33, 0.34, 0.44, 0.31, 0.35, 0.44, 0.36, 0.42, 0.40, -0.66, -0.73],
  "charge": 0,
  "de_lowest_kcal_mol": 3.9,
  "homo_lumo_gap_ev": 8.68,
  "lumo_ev": 0.162,
  "homo_ev": -8.520
}

---

Record 4
{
  "formula": "C3H10OS2",
  "method": "the ωB97M-V functional and the def2-TZVPD basis",
  "symbols": ["C", "C", "S", "S", "C", "H", "H", "H", "H", "H", "H", "H", "H", "H", "H", "O"],
  "coordinates": [[2.0540, -0.4029, 0.3029], [0.9600, -1.4830, 0.1918], [0.5176, -2.0112, -1.4954], [-0.4130, 1.6497, 1.2115], [-2.0957, 1.1849, 0.6744], [2.9996, -0.7891, -0.0143], [2.1428, -0.0933, 1.3543], [1.5416, 0.3506, -0.2885], [1.0717, -2.3665, 0.9119], [0.0501, -0.9185, 0.4844], [-2.6251, 1.8828, 1.3528], [-2.1883, 1.4784, -0.3554], [-2.2468, 0.1487, 0.9013], [-0.2048, 0.1468, -2.4161], [-0.7826, 0.4916, -0.9242], [-0.7812, 0.7309, -1.8914]],
  "atomic_forces_ev_per_a": [[-1.4, -0.7, 0.4], [0.7, -1.7, -0.4], [0.6, 0.3, 1.9], [0.1, -1.2, -0.2], [1.2, 1.8, 1.0], [0.6, 0.2, -0.6], [-0.2, 0.0, -0.3], [1.2, 0.7, -0.2], [-0.4, 1.2, -1.1], [-0.9, 0.6, 0.5], [-0.6, -0.7, -0.5], [-0.6, -0.1, -0.2], [-0.6, -0.4, 0.1], [-0.2, 0.1, 0.8], [0.6, 0.0, -1.8], [-0.2, -0.1, 0.6]],
  "mulliken_charge": [-0.79, 0.10, -0.10, -0.03, -0.91, 0.34, 0.23, 0.23, 0.33, -0.29, 0.31, 0.38, 0.34, 0.31, 0.15, -0.60],
  "charge": 0,
  "de_lowest_kcal_mol": 126.6,
  "homo_lumo_gap_ev": 3.86,
  "lumo_ev": -4.370,
  "homo_ev": -8.234
}

---

| no. | F_max (eV/A) |
| --- | --- |
| 1 | 0.1 |
| 2 | 6.3 |
| 3 | 2.1 |
| 4 | 2.4 |